1.
12
Properties=species:S:1:pos:R:3:forces:R:3 method="wB97M-V/def2-TZVPD" homo_ev=-8.318 largest_force_ev_per_a=0.6 e_tot_ha=-269.10272 homo_lumo_gap_ev=8.958 lumo_ev=0.640 de_lowest_ev=6.6265
C -0.40469 -1.15105 -0.26394 -0.064 -0.119 -0.050
C 0.36086 -0.37566 0.83274 0.071 -0.074 0.108
C 0.78998 0.69577 -0.13349 0.278 0.338 0.259
O 0.90022 0.31162 -1.50244 0.003 -0.034 0.028
C -0.41025 0.18274 -1.02796 -0.389 -0.100 -0.420
C -0.73214 0.66384 1.08767 0.186 0.096 0.236
H -1.36686 -1.52674 0.07774 0.128 0.073 -0.058
H 0.16384 -1.89654 -0.82812 -0.095 0.088 0.066
H 1.00219 -0.80816 1.60275 -0.113 0.103 -0.117
H 1.20098 1.67283 0.08902 -0.127 -0.157 -0.028
H -1.20030 0.70546 -1.55440 0.176 -0.088 0.068
H -0.29113 1.53168 1.62710 -0.054 -0.124 -0.093

2.
12
Properties=species:S:1:pos:R:3:forces:R:3 method="wB97M-V/def2-TZVPD" smiles="CC#CCC=O" homo_ev=-9.738 largest_force_ev_per_a=0.6 e_tot_ha=-269.27845 homo_lumo_gap_ev=10.613 lumo_ev=0.875 de_lowest_ev=1.8447
C -2.05033 -0.53598 -1.06074 -0.099 -0.033 -0.049
C -0.62628 -0.60133 -0.73335 0.469 0.073 0.185
C 0.52316 -0.55102 -0.37030 -0.593 -0.042 -0.160
C 1.70245 -0.09153 0.36280 -0.008 0.039 0.066
C 1.17000 1.01134 1.29126 0.262 0.191 0.352
O 1.72350 1.40797 2.28109 -0.115 -0.229 -0.405
H -2.38134 -1.38016 -1.67315 0.073 0.130 0.087
H -2.26767 0.39601 -1.59917 0.022 -0.263 0.092
H -2.62942 -0.53449 -0.12770 0.069 -0.029 -0.266
H 2.46423 0.34384 -0.29883 -0.142 -0.073 0.110
H 2.19096 -0.86415 0.96776 -0.111 0.120 -0.144
H 0.18152 1.39953 0.96330 0.172 0.115 0.133

3.
12
Properties=species:S:1:pos:R:3:forces:R:3 method="wB97M-V/def2-TZVPD" homo_ev=-8.293 largest_force_ev_per_a=0.5 e_tot_ha=-269.19306 homo_lumo_gap_ev=8.646 lumo_ev=0.353 de_lowest_ev=4.1682
C 0.01116 2.77815 -1.27990 0.016 0.092 -0.035
C 0.29315 1.48256 -0.68173 0.198 -0.433 0.090
C 0.54504 0.39706 -0.20036 -0.066 0.453 -0.046
C 0.60854 -0.66880 0.74148 -0.227 0.034 -0.344
C -0.26138 -2.72912 1.20907 -0.083 -0.278 0.204
O 0.08785 -1.75664 0.22107 0.048 0.459 0.176
H 0.41543 2.80973 -2.29578 -0.063 0.054 0.091
H -1.06967 2.94483 -1.34300 0.167 -0.065 0.005
H 0.45426 3.58980 -0.69486 -0.060 -0.095 -0.105
H 0.09563 -2.36280 2.17320 -0.062 -0.206 -0.063
H -1.35182 -2.78768 1.19600 0.132 -0.134 0.100
H 0.17179 -3.69709 0.95481 -0.001 0.119 -0.073

4.
12
Properties=species:S:1:pos:R:3:forces:R:3 method="wB97M-V/def2-TZVPD" smiles="O=C1CC=CC1" homo_ev=-9.467 largest_force_ev_per_a=0.8 e_tot_ha=-269.31038 homo_lumo_gap_ev=10.519 lumo_ev=1.052 de_lowest_ev=0.9759
O -1.42549 -0.91706 1.31825 -0.157 -0.368 -0.543
C -0.86750 -0.58441 0.30778 -0.254 -0.224 0.232
C 0.43549 -1.17291 -0.28273 -0.034 -0.100 0.066
C 1.23006 0.06322 0.07870 0.006 0.165 0.114
C 0.42016 1.12852 0.16555 0.229 -0.037 0.036
C -0.95952 0.79648 -0.34029 -0.162 -0.023 0.140
H 0.31983 -1.38132 -1.35276 0.081 0.078 0.115
H 0.78830 -2.06835 0.23116 -0.083 0.093 -0.024
H 2.24213 0.02428 0.46399 -0.115 -0.018 -0.003
H 0.58066 1.96470 0.82487 0.384 0.516 -0.461
H -1.77123 1.42576 0.01994 0.102 -0.129 0.119
H -0.99289 0.72110 -1.43446 0.004 0.047 0.209